Here is a structure of composition C7H15N2 from the Open Molecules 2025 dataset. Energies are from the ωB97M-V functional and the def2-TZVPD basis.

Each line ends with the Mulliken charge.
Cartesian coordinates (Å):
1 C -0.22107 1.04790 1.69936  -1.000
2 C -0.35194 -1.46517 1.35247  -0.577
3 C 0.35882 -0.32384 1.91823  0.020
4 C 0.44990 0.81086 0.32056  -0.237
5 C -0.22871 0.00945 -0.74271  1.497
6 C -0.98746 0.92745 -1.71223  -1.772
7 C 0.74910 -0.86493 -1.53785  -1.710
8 N 1.67074 1.38297 0.03687  -0.361
9 N -1.13090 -0.92189 0.02442  -0.264
10 H -1.35694 1.06164 1.88438  0.180
11 H 0.22193 1.89748 2.18371  0.430
12 H 0.32746 -2.17241 0.99205  0.395
13 H -1.16206 -1.91794 1.95811  0.354
14 H 1.35683 -0.64538 2.35978  0.334
15 H -0.34851 1.37660 -2.46327  0.430
16 H -1.38718 1.79819 -1.21859  0.384
17 H -1.78301 0.43450 -2.23394  0.432
18 H 0.16044 -1.50014 -2.29810  0.404
19 H 1.29294 -1.50585 -0.78054  0.400
20 H 1.37712 -0.29179 -2.25790  0.425
21 H 2.24898 0.68845 -0.23563  0.224
22 H 2.10430 2.04824 0.66743  0.296
23 H -1.56320 -1.55653 -0.56397  0.338
24 H -1.79758 -0.31786 0.64737  0.380

Results
F_max: 5.62 eV/Å
Kohn-Sham gap (spin up / spin down): 5.7723 / 9.7440 eV
expectation value of S²: 2.008
E: -384.7793 a.u.
charge: +1
multiplicity: 3
HOMO (spin up / spin down): -8.646 / -14.669 eV


Here is the ion C7H15N2O with charge +1 from the Open Molecules 2025 dataset. Energies are from the ωB97M-V functional and the def2-TZVPD basis.

Each line ends with the Mulliken charge.
Cartesian coordinates (Å):
1 C -1.97915 0.58833 -0.05609  0.313
2 C 0.39377 0.28647 0.10074  -0.273
3 C -1.94909 2.03291 0.19310  -1.204
4 C 2.80406 0.84503 0.24647  -1.450
5 C 1.72223 -1.59311 0.66567  -1.295
6 C -0.88778 -1.03299 -1.46331  -0.810
7 C 1.74238 -0.29008 -0.14166  0.326
8 N -0.70184 0.01245 -0.52243  0.035
9 N -2.89511 -0.24674 0.39390  0.266
10 O -2.90469 -1.49039 0.38306  -0.621
11 H 0.22113 0.95897 0.81921  0.698
12 H -1.09548 2.22427 0.75419  0.366
13 H -2.88194 2.43234 0.76644  0.388
14 H -1.92639 2.57750 -0.74715  0.327
15 H 3.81624 0.35560 0.31144  0.368
16 H 2.71353 1.07023 1.36204  0.374
17 H 2.84510 1.77575 -0.32256  0.383
18 H 2.65678 -2.13960 0.45355  0.387
19 H 0.90869 -2.25597 0.62733  0.408
20 H 1.95203 -1.46849 1.75831  0.370
21 H 0.08326 -1.66160 -1.59033  0.316
22 H -1.69127 -1.75976 -1.26468  0.369
23 H -1.05179 -0.68501 -2.38456  0.376
24 H 1.79023 -0.65979 -1.11125  0.420
25 H -3.68489 0.12368 0.76857  0.165

Results
F_max: 5.22 eV/Å
Kohn-Sham gap (spin up / spin down): 8.5774 / 8.5806 eV
E: -460.0723 a.u.
charge: +1
structure (SMILES): CC(=[NH+]/[O-])/[N+](C)=C/C(C)C
HOMO (spin up / spin down): -13.118 / -13.120 eV


Here is the ion C7H15N2O with charge +1 from the Open Molecules 2025 dataset. Energies are from the ωB97M-V functional and the def2-TZVPD basis.

Each line ends with the Mulliken charge.
Cartesian coordinates (Å):
1 C 1.43979 1.62207 0.72576  -0.605
2 C 1.89588 0.18563 0.38766  -0.160
3 C -1.86159 0.20136 0.31584  0.791
4 C -0.41773 0.35151 0.48632  0.227
5 C 2.29403 0.33542 -1.07122  -1.089
6 C -2.09874 0.63520 -1.06528  -1.671
7 C 0.46719 -1.88997 0.47569  -0.879
8 N 0.56698 -0.48211 0.43148  0.133
9 N -2.25790 -1.20517 0.48963  -0.772
10 O 0.02685 1.68574 0.48988  -0.326
11 H 1.61405 1.94040 1.89083  0.257
12 H 2.11445 2.35520 0.22541  0.410
13 H 2.64155 -0.29759 0.86962  0.510
14 H -2.31007 0.92866 0.96181  0.320
15 H 2.60294 -0.64509 -1.55088  0.352
16 H 3.21739 0.97833 -1.10605  0.381
17 H 1.40046 0.85385 -1.59368  0.251
18 H -1.41868 1.40790 -1.32691  0.421
19 H -3.07743 1.09304 -1.12744  0.399
20 H -2.11109 -0.18808 -1.70881  0.492
21 H -0.60814 -2.09808 0.41091  0.389
22 H 0.96301 -2.49705 -0.32256  0.312
23 H 0.67503 -2.47537 1.39950  0.346
24 H -2.65246 -1.44417 1.42536  0.240
25 H -3.10577 -1.35162 -0.11286  0.272

Results
F_max: 5.50 eV/Å
Kohn-Sham gap: 10.5134 eV
E: -460.1722 a.u.
charge: +1
structure (SMILES): C[C@@H](N)C1=[N+](C)[C@@H](C)CO1
HOMO: -13.964 eV


Here is the ion C7H15N2O with charge +1 from the Open Molecules 2025 dataset. Energies are from the ωB97M-V functional and the def2-TZVPD basis.

Each line ends with the Mulliken charge.
Cartesian coordinates (Å):
1 C 0.79568 0.26072 -1.30792  -0.675
2 C 2.03889 -0.18530 -1.31607  -0.476
3 C -0.09083 0.72677 -0.21227  0.678
4 C -2.10460 -0.68493 -0.89122  -1.538
5 C -0.44415 -1.56404 0.81397  -0.888
6 C 0.50299 1.52954 0.85614  -0.635
7 C -1.09021 -0.26598 0.24821  0.226
8 N 2.80863 -0.23348 0.93726  -0.479
9 N -0.31835 2.17869 -0.21824  -0.023
10 O 3.03348 -0.46680 -0.41001  -0.274
11 H 0.40644 0.60498 -2.39014  0.276
12 H 2.40417 -0.57247 -2.24852  0.414
13 H -1.48715 -1.20174 -1.67261  0.369
14 H -2.51559 0.13194 -1.45604  0.413
15 H -2.84621 -1.29804 -0.39203  0.438
16 H 0.55306 -1.69505 0.21546  0.113
17 H -0.95323 -2.48459 0.68539  0.448
18 H -0.18612 -1.30479 1.96212  0.228
19 H 1.49692 1.78662 0.72612  0.232
20 H 0.22150 1.63910 1.87805  0.414
21 H -1.57301 0.28969 1.07808  0.528
22 H 2.59133 -1.16090 1.40109  0.240
23 H 0.14274 2.73104 -0.94750  0.339
24 H 3.66565 0.16236 1.42434  0.265
25 H -1.31675 2.33774 -0.23617  0.365

Results
F_max: 4.75 eV/Å
Kohn-Sham gap: 9.9825 eV
E: -460.0610 a.u.
charge: +1
structure (SMILES): CC(C)[C@]1(/C=C\ON)C[NH2+]1
HOMO: -13.027 eV


Here is the ion C7H15N2O with charge +1 from the Open Molecules 2025 dataset. Energies are from the ωB97M-V functional and the def2-TZVPD basis.

Each line ends with the Mulliken charge.
Cartesian coordinates (Å):
1 C -1.53076 -0.12398 0.11859  0.930
2 C 1.79417 0.68318 1.25102  -0.343
3 C 0.49595 1.42716 1.05988  -0.964
4 C 1.33998 -0.72682 0.97003  -0.684
5 C -0.20390 0.26153 -0.54266  -0.035
6 C -2.55164 0.88108 -0.02833  -1.725
7 C 0.37809 -2.09888 -0.86412  -0.852
8 N -0.12345 0.72606 -1.81437  -0.422
9 N 0.85189 -0.81545 -0.37605  -0.046
10 O -1.69258 -1.20504 0.64018  -0.573
11 H 2.59062 1.03774 0.55306  0.279
12 H 2.05076 0.94988 2.29663  0.350
13 H -0.28610 1.12829 1.62399  0.647
14 H 0.61933 2.44120 0.73474  0.340
15 H 2.19350 -1.45232 1.12779  0.377
16 H 0.60258 -0.96562 1.60663  0.443
17 H -3.45986 0.46594 0.43594  0.374
18 H -2.72692 1.03491 -1.02054  0.461
19 H -2.19928 1.75241 0.33656  0.465
20 H -0.16655 -1.93237 -1.89135  0.293
21 H 1.05522 -2.89678 -0.93461  0.365
22 H -0.33436 -2.42083 -0.05331  0.406
23 H 0.61889 1.34001 -1.98485  0.206
24 H -0.98629 1.01839 -2.17276  0.246
25 H 1.67071 -0.50969 -1.07209  0.460

Results
F_max: 5.65 eV/Å
Kohn-Sham gap: 9.8581 eV
E: -460.1227 a.u.
charge: +1
HOMO: -13.079 eV


Here is the ion C7H15N2O with charge +1 from the Open Molecules 2025 dataset. Energies are from the ωB97M-V functional and the def2-TZVPD basis.

Each line ends with the Mulliken charge.
Cartesian coordinates (Å):
1 C -2.31005 0.38595 -1.09975  -0.195
2 C -1.30893 0.93372 -0.13249  -0.332
3 C -1.15596 -1.34326 -2.20472  0.202
4 C 0.89605 1.25548 1.64690  -1.340
5 C 0.12560 -1.04826 1.62408  -1.331
6 C 2.26553 -0.29723 0.15227  -1.674
7 C 0.82651 0.04038 0.70650  0.595
8 N -2.09738 -0.51134 -1.94654  -0.262
9 N 0.01754 0.44540 -0.39169  -0.054
10 O -0.36811 -1.32440 -3.22131  -0.315
11 H -3.19608 0.91093 -1.24110  0.508
12 H -1.43733 2.06392 -0.33796  0.300
13 H -1.59975 0.71583 0.91937  0.333
14 H -1.15793 -2.39314 -1.61712  0.301
15 H 1.20543 0.87920 2.58939  0.476
16 H 1.63080 1.95362 1.19784  0.367
17 H -0.10800 1.57095 1.95551  0.393
18 H -0.15625 -1.99128 1.08916  0.239
19 H -0.73073 -0.61643 2.09222  0.457
20 H 0.71716 -1.22281 2.54038  0.420
21 H 2.92173 -0.42114 1.06521  0.343
22 H 2.24716 -1.18033 -0.38341  0.402
23 H 2.47939 0.47314 -0.51370  0.500
24 H 0.57466 1.09909 -1.02346  0.281
25 H -0.28106 -0.37798 -3.46559  0.385

Results
F_max: 4.71 eV/Å
Kohn-Sham gap: 8.6080 eV
E: -460.1387 a.u.
charge: +1
structure (SMILES): CC(C)(C)NCC=[N+]=CO
HOMO: -13.071 eV


Here is a cluster of 3 separate species, C7H15N2O2 in total from the Open Molecules 2025 dataset. Energies are from the ωB97M-V functional and the def2-TZVPD basis.

Each line ends with the Mulliken charge.
Cartesian coordinates (Å):
1 C 0.29311 -0.79346 -0.88380  -0.366
2 C -1.48904 0.76920 -0.20665  -0.494
3 C -0.96368 -3.00955 1.24222  -0.227
4 C 0.65747 0.70494 -1.47764  -0.337
5 C -0.83594 -0.34408 -0.11182  -0.417
6 C -0.67014 1.46131 -1.31304  1.274
7 C -0.48793 2.85973 -0.94249  -1.419
8 N 0.01964 -3.24868 1.99469  -0.151
9 N 1.37627 -0.78603 2.36626  -0.774
10 O 1.62487 1.37494 -0.79219  -0.497
11 O -1.30207 1.32657 -2.54827  -0.596
12 H -0.05516 -1.49472 -1.68043  0.379
13 H 1.16043 -1.09637 -0.19127  0.278
14 H -2.34734 1.31412 0.28733  0.449
15 H -1.75204 -3.72702 0.89628  0.299
16 H 0.84339 0.52380 -2.51278  0.414
17 H 0.10646 3.31834 -1.79375  0.306
18 H -0.08064 2.78794 0.11075  0.327
19 H -1.53562 3.24338 -0.93906  0.402
20 H 0.54458 -4.08402 2.27482  0.295
21 H 0.62322 -2.42937 2.05072  0.424
22 H 1.18761 -0.62840 3.30722  0.267
23 H 0.60436 -0.17417 1.99492  0.153
24 H 2.32342 -0.42335 2.36033  0.217
25 H 2.46257 0.99424 -0.97036  0.387
26 H -2.30780 1.56073 -2.52199  0.405

Results
F_max: 3.01 eV/Å
Kohn-Sham gap (spin up / spin down): 7.9001 / 6.3508 eV
E: -535.2294 a.u.
charge: +1
HOMO (spin up / spin down): -12.712 / -11.758 eV


Here is the ion C7H15N2O2 with charge +1 from the Open Molecules 2025 dataset. Energies are from the ωB97M-V functional and the def2-TZVPD basis.

Each line ends with the Mulliken charge.
Cartesian coordinates (Å):
1 C -0.62519 -2.22581 -0.46361  -0.591
2 C 0.03061 -1.51414 0.73355  -0.671
3 C -0.15152 -1.03981 -1.33970  -0.670
4 C 2.17926 0.50029 1.48683  -0.948
5 C -0.79266 2.01730 -1.00822  -1.110
6 C 1.57117 0.46099 0.07456  -0.302
7 C -0.88868 0.95627 0.12639  -0.493
8 N -2.28686 0.35007 0.31643  1.000
9 N 0.21877 -0.22974 -0.13416  0.492
10 O -2.59202 0.52305 1.43545  -0.520
11 O -2.75281 -0.35666 -0.55804  -0.545
12 H -0.26895 -3.25188 -0.56106  0.364
13 H -1.66752 -2.27744 -0.41287  0.315
14 H -0.56791 -1.19570 1.58503  0.329
15 H 1.00221 -1.97182 1.04203  0.503
16 H 0.70022 -1.46295 -1.87973  0.361
17 H -0.81741 -0.64313 -2.11350  0.247
18 H 1.79363 1.44067 2.10924  0.301
19 H 2.03845 -0.49613 2.00188  0.259
20 H 3.25839 0.83737 1.44052  0.388
21 H -1.78382 2.46610 -1.06414  0.401
22 H -0.72820 1.52924 -1.99519  0.323
23 H 0.05941 2.70560 -0.98048  0.396
24 H 2.26251 0.04544 -0.65303  0.392
25 H 1.39447 1.47649 -0.24859  0.142
26 H -0.58556 1.35634 1.06040  0.639

Results
F_max: 3.96 eV/Å
Kohn-Sham gap: 11.3651 eV
E: -535.2770 a.u.
charge: +1
structure (SMILES): CC[N+]1([C@@H](C)[N+](=O)[O-])CCC1
HOMO: -15.305 eV


Here is the ion C7H15N2O2 with charge +1 from the Open Molecules 2025 dataset. Energies are from the ωB97M-V functional and the def2-TZVPD basis.

Each line ends with the Mulliken charge.
Cartesian coordinates (Å):
1 C 1.12345 0.45927 1.84382  1.043
2 C 1.73843 1.47687 2.40042  -1.320
3 C -0.35028 0.23724 2.04169  -0.883
4 C -0.56253 -0.34912 -0.25611  1.139
5 C -1.27069 2.00644 -0.01582  -1.147
6 C 0.01175 -2.67111 -0.59095  -0.999
7 C -0.37361 -1.15901 -2.49619  -1.348
8 N -0.70522 0.88765 -0.77992  -0.324
9 N -0.17892 -1.31168 -1.05578  0.031
10 O 1.75770 -0.26250 0.81520  -0.401
11 O -0.85822 -0.63191 0.98426  -0.427
12 H 1.19331 2.21809 3.01619  0.326
13 H 2.83745 1.55140 2.36992  0.312
14 H -0.39976 -0.24936 3.04384  0.389
15 H -1.01838 1.03566 2.07212  0.457
16 H -0.40320 2.34309 0.69954  0.273
17 H -1.75766 2.75717 -0.67314  0.381
18 H -2.14319 1.64338 0.39080  0.459
19 H 0.89414 -3.00526 -1.00251  0.418
20 H -0.07287 -2.59358 0.53848  0.328
21 H -0.74641 -3.47982 -0.94026  0.343
22 H 0.59217 -0.82612 -2.79130  0.444
23 H -0.42215 -2.13616 -2.85465  0.390
24 H -1.06755 -0.47226 -2.70106  0.506
25 H -0.26571 1.31801 -1.57710  0.307
26 H 2.62506 0.06100 0.47743  0.303

Results
F_max: 10.14 eV/Å
Kohn-Sham gap (spin up / spin down): 6.1637 / 8.2157 eV
expectation value of S²: 2.006
E: -535.2280 a.u.
charge: +1
multiplicity: 3
HOMO (spin up / spin down): -8.806 / -13.731 eV


Here is a cluster of 2 separate species, C7H15N2O3P in total from the Open Molecules 2025 dataset. Energies are from the ωB97M-V functional and the def2-TZVPD basis.

Each line ends with the Mulliken charge.
Cartesian coordinates (Å):
1 C 0.56007 -1.44513 -2.29073  -0.771
2 C -0.28316 -0.40052 -2.42503  0.137
3 C 0.38208 -1.27748 0.72528  1.034
4 C -1.74765 -0.52673 -2.24623  -1.163
5 C 1.88098 -1.56877 0.99031  -2.061
6 C -0.69016 0.41468 3.58215  -0.806
7 C 0.35345 2.56441 -0.29671  -0.765
8 N -1.04750 -3.16271 0.59093  -1.062
9 N -0.39953 -2.24336 0.75845  0.854
10 O -1.85362 0.39335 1.05573  -0.811
11 O 0.23537 0.76119 2.54437  -0.400
12 O 0.51514 1.18936 0.08819  -0.220
13 P -0.34492 0.33942 1.08915  0.913
14 H 0.28324 -2.49745 -2.23187  0.261
15 H 1.67731 -1.40236 -2.14505  0.237
16 H 0.00726 0.57102 -2.47498  0.403
17 H -1.94732 -1.44666 -2.61872  0.458
18 H -2.40953 0.14222 -2.84289  0.317
19 H -2.04044 -0.32252 -1.23655  0.159
20 H 2.16615 -2.16633 0.25858  0.578
21 H 1.92892 -2.01277 1.89079  0.460
22 H 2.36717 -0.68433 0.92225  0.471
23 H -1.73270 0.16869 3.17740  0.353
24 H -0.78317 1.43361 3.93783  0.297
25 H -0.40936 -0.30484 4.40753  0.247
26 H 0.45252 3.33997 0.52742  0.301
27 H -0.79042 2.63366 -0.50888  0.336
28 H 0.92943 2.86350 -1.26617  0.245

Results
F_max: 4.76 eV/Å
Kohn-Sham gap: 9.1370 eV
E: -952.2128 a.u.
charge: 0
HOMO: -8.403 eV